The following is a quantum chemistry calculation of a structure of composition C36H57HfN6OP2S3SeSi, from the OMol25 dataset.

Properties
electronic energy: -6425.37712 hartree
frontier orbital gap: 7.143 eV
energy above the lowest of the compared OMol25 structures with the same formula, charge and spin: 4.9 kcal per mole
E_HOMO: -15.359 eV
charge: +3

```
108
Properties=species:S:1:pos:R:3:forces:R:3
Hf 0.099 -0.248 -0.173 -0.15 0.17 -0.04
C -1.218 3.020 1.204 -0.08 0.00 0.01
P -1.916 1.461 0.561 0.36 0.14 0.05
C -3.074 1.039 1.879 -0.01 0.00 0.06
C -2.876 1.963 -0.891 -0.03 -0.06 0.05
C -4.255 2.144 -0.839 -0.02 0.03 -0.04
C -4.945 2.571 -1.966 0.02 -0.01 0.01
C -4.260 2.825 -3.147 0.01 0.00 0.01
C -2.884 2.640 -3.205 -0.03 -0.02 -0.02
C -2.184 2.198 -2.088 0.03 0.04 -0.07
P -0.371 1.972 -2.132 -0.06 -0.23 0.09
C 0.163 3.717 -2.113 0.03 -0.05 0.04
C 0.029 1.473 -3.849 0.02 0.08 -0.03
H -1.972 3.805 1.141 0.01 0.02 0.03
H -0.329 3.313 0.654 0.02 0.01 0.01
H -0.939 2.880 2.250 0.00 -0.02 0.00
H -3.656 1.922 2.145 -0.03 -0.02 0.04
H -2.493 0.730 2.750 0.01 0.02 0.01
H -3.724 0.225 1.585 -0.02 -0.01 0.00
H -4.802 1.967 0.078 0.02 0.00 0.00
H -6.016 2.717 -1.919 0.01 0.00 0.00
H -4.795 3.170 -4.021 0.01 0.00 0.01
H -2.364 2.841 -4.135 -0.01 0.00 0.02
H -0.320 4.202 -2.963 0.01 0.04 0.01
H 1.240 3.804 -2.219 0.01 0.01 -0.01
H -0.158 4.218 -1.204 -0.01 0.02 0.00
H -0.811 0.951 -4.303 0.01 -0.02 -0.01
H 0.896 0.813 -3.859 0.02 0.02 0.01
H 0.267 2.353 -4.445 -0.04 -0.01 -0.03
C -0.846 -2.027 3.312 -0.05 -0.03 0.00
C -0.046 -0.771 3.259 0.07 0.04 -0.13
C 0.304 -0.110 4.412 0.02 0.05 0.09
C 1.051 1.066 4.334 -0.01 -0.01 0.07
C 1.453 1.559 3.114 0.05 0.02 0.00
C 1.107 0.843 1.968 0.16 0.08 -0.13
N 0.357 -0.294 2.050 -0.08 -0.03 0.19
N 1.421 1.156 0.653 -0.16 -0.27 0.09
Si 2.786 2.296 0.291 -0.10 -0.19 0.06
C 2.342 4.023 0.813 -0.06 0.15 0.08
C 3.184 2.249 -1.534 0.03 -0.07 -0.09
C 4.270 1.747 1.256 0.13 -0.08 0.13
H -0.747 -2.489 4.293 -0.01 0.00 -0.02
H -0.523 -2.724 2.543 0.00 -0.06 -0.04
H -1.902 -1.810 3.142 -0.01 0.01 0.02
H 0.005 -0.514 5.369 0.01 0.02 -0.01
H 1.321 1.593 5.242 -0.01 -0.01 -0.02
H 2.027 2.469 3.039 0.00 -0.05 0.03
H 1.764 4.564 0.066 -0.04 0.04 -0.02
H 3.276 4.577 0.950 -0.04 0.00 -0.02
H 1.801 4.078 1.759 0.02 0.06 -0.06
H 3.319 3.258 -1.932 0.00 -0.02 0.03
H 2.434 1.740 -2.144 0.02 0.00 -0.03
H 4.129 1.722 -1.681 -0.03 0.00 -0.01
H 4.173 1.875 2.335 0.02 0.00 -0.01
H 5.123 2.356 0.941 -0.02 -0.02 0.01
H 4.519 0.704 1.054 0.05 0.07 0.02
C 4.482 -3.105 -1.937 0.06 0.06 0.03
C 4.464 -1.599 -1.710 -0.10 -0.31 0.03
S 3.075 -0.975 -0.731 0.06 0.48 -0.10
C 3.257 -1.798 0.858 -0.03 -0.08 -0.02
C 2.512 -3.128 1.005 0.07 0.05 -0.04
S 0.870 -3.127 0.235 0.11 0.26 0.26
C 0.938 -4.507 -0.975 -0.01 0.04 -0.08
C 2.249 -4.886 -1.661 -0.06 0.01 0.04
S 3.009 -3.702 -2.800 0.05 0.01 -0.06
H 4.614 -3.646 -1.001 0.00 0.00 0.00
H 5.342 -3.347 -2.562 0.03 0.00 0.03
H 4.405 -1.058 -2.656 -0.03 0.00 -0.01
H 5.365 -1.263 -1.193 0.04 -0.03 -0.06
H 2.900 -1.085 1.602 0.00 0.04 0.01
H 4.324 -1.931 1.045 -0.01 -0.03 0.03
H 2.384 -3.362 2.061 0.01 0.01 0.01
H 3.077 -3.940 0.561 0.02 -0.03 0.00
H 0.170 -4.284 -1.716 0.01 0.02 -0.03
H 0.596 -5.373 -0.406 0.00 -0.04 -0.05
H 1.999 -5.747 -2.280 -0.02 -0.03 0.00
H 3.002 -5.234 -0.956 0.01 0.01 0.00
N 1.086 -3.258 -5.958 -0.06 0.02 0.06
C 0.505 -3.560 -4.787 0.09 0.00 -0.04
O 0.584 -4.638 -4.230 0.02 -0.03 0.07
C -0.327 -2.488 -4.123 -0.04 -0.07 -0.12
C -1.638 -2.279 -4.530 -0.03 0.05 -0.09
C -2.447 -1.449 -3.775 -0.04 -0.02 -0.02
C -1.933 -0.884 -2.629 0.13 0.02 -0.05
N -0.657 -1.066 -2.224 -0.13 -0.27 -0.22
C 0.130 -1.858 -2.981 -0.04 0.09 0.19
H 1.609 -3.975 -6.439 -0.01 -0.02 0.00
H 0.976 -2.362 -6.399 0.00 0.00 -0.01
H -2.021 -2.774 -5.415 0.00 0.01 0.02
H -3.478 -1.263 -4.044 0.02 -0.01 0.00
H -2.563 -0.269 -2.010 -0.02 0.06 0.03
H 1.146 -2.024 -2.635 -0.03 0.01 -0.01
C -5.575 -1.515 1.123 0.03 -0.11 0.08
N -4.790 -2.641 1.627 -0.11 0.13 0.11
C -5.323 -3.617 2.451 -0.07 0.16 -0.17
C -4.367 -4.543 2.633 0.18 -0.07 -0.09
N -3.257 -4.127 1.921 0.09 -0.07 0.06
C -2.053 -4.943 1.782 -0.10 0.07 0.02
C -3.514 -2.950 1.319 -0.11 -0.07 0.24
Se -2.439 -2.003 0.106 -0.09 -0.24 -0.46
H -6.475 -1.896 0.646 -0.01 -0.01 0.00
H -4.983 -0.978 0.389 -0.01 -0.02 -0.04
H -5.851 -0.859 1.947 -0.01 0.00 0.00
H -6.338 -3.572 2.807 0.02 0.02 0.00
H -4.380 -5.469 3.182 0.03 0.02 0.00
H -2.341 -5.940 1.455 0.00 0.00 -0.01
H -1.534 -5.010 2.735 0.01 0.01 0.03
H -1.409 -4.483 1.039 0.02 0.02 -0.01
```
Forces are in eV/Å.



The following is a quantum chemistry calculation of an isolated molecule of C4H10O2 at a distorted geometry, from the OMol25 dataset.

Properties
electronic energy: -308.85366 hartree
frontier orbital gap: 10.469 eV
energy above the lowest of the compared OMol25 structures with the same formula, charge and spin: 27.9 kcal per mole
E_HOMO: -9.780 eV
SMILES: CC(C)(O)CO

```
16
Properties=species:S:1:pos:R:3:forces:R:3
C 1.606 0.409 -0.048 -0.01 -0.44 0.03
C 0.203 -0.263 -0.056 0.04 0.71 -0.03
C -0.218 -0.504 -1.521 -0.08 0.06 0.11
O 0.055 -1.441 0.706 -0.62 -0.05 0.21
C -0.680 0.700 0.733 -0.95 -0.13 0.46
O -1.904 -0.084 1.143 0.23 1.23 -0.30
H 2.020 0.504 0.963 -0.17 -0.17 -0.15
H 2.286 -0.192 -0.650 0.15 -0.04 0.05
H 1.605 1.424 -0.495 -0.34 -0.55 0.17
H -0.160 0.418 -2.114 -0.02 -0.11 0.14
H 0.450 -1.242 -1.986 -0.10 0.17 0.24
H -1.236 -0.900 -1.590 0.11 0.10 0.12
H -0.919 -1.257 1.032 2.04 -1.21 -0.63
H -0.132 0.956 1.645 -0.21 0.14 -0.16
H -0.900 1.599 0.135 -0.56 -0.32 0.46
H -2.076 -0.126 2.104 0.50 0.61 -0.71
```
Forces are in eV/Å.



The following is a quantum chemistry calculation of a structure of composition C20H50IrN2O4Si2 at a distorted geometry, from the OMol25 dataset.

Properties
electronic energy: -1885.27303 hartree
frontier orbital gap (alpha / beta): 6.025 / 6.115 eV
E_HOMO (alpha / beta): -10.249 / -11.806 eV
multiplicity: 5
charge: +1

```
79
Properties=species:S:1:pos:R:3:forces:R:3
O -1.447 -2.059 -1.111 -0.06 -1.07 0.76
O -2.040 -0.047 -2.602 -1.17 0.20 -1.24
C -0.300 -2.925 -1.040 -0.76 0.33 -0.43
C 0.336 -2.982 0.331 0.20 -0.37 0.19
H 0.399 -2.513 -1.782 -0.19 -0.11 0.17
H -0.618 -3.925 -1.381 0.38 0.15 0.11
H 0.307 -2.020 0.857 -0.08 -0.12 -0.19
H 1.385 -3.269 0.220 -0.08 -0.05 0.12
H -0.159 -3.740 0.946 0.18 0.15 0.12
C -2.511 -2.386 -0.200 0.73 0.31 -0.18
C -3.402 -3.475 -0.747 -0.42 -0.13 0.13
H -3.069 -1.450 -0.067 0.11 -0.21 -0.01
H -2.096 -2.664 0.782 -0.08 0.03 -0.22
H -4.121 -3.059 -1.463 0.18 -0.22 0.11
H -3.967 -3.920 0.078 0.01 -0.08 -0.20
H -2.814 -4.259 -1.242 -0.19 0.14 0.16
C -3.187 0.806 -2.711 0.41 -0.09 -0.23
C -1.811 -0.863 -3.764 0.24 0.54 0.32
C -4.043 0.669 -1.475 -0.33 -0.01 0.01
H -3.778 0.553 -3.609 0.22 0.16 0.30
H -2.819 1.838 -2.819 -0.27 -0.20 -0.04
H -4.410 -0.361 -1.370 0.08 0.23 -0.02
H -4.911 1.330 -1.567 0.09 -0.06 0.14
H -3.485 0.944 -0.571 -0.06 -0.03 -0.17
C -2.862 -1.924 -3.956 -0.11 -0.30 -0.06
H -0.821 -1.313 -3.600 -0.32 0.09 -0.08
H -1.745 -0.212 -4.654 0.02 -0.21 0.20
H -2.930 -2.572 -3.076 0.05 0.25 -0.31
H -2.580 -2.540 -4.813 -0.13 0.00 -0.02
H -3.844 -1.483 -4.164 0.14 -0.16 0.03
H -0.752 -0.404 -1.338 2.10 1.81 1.32
Ir 1.463 0.739 1.842 -3.37 0.43 -1.05
C 0.040 0.384 -0.913 -1.09 -0.45 -1.23
Si 0.949 1.260 -2.341 -0.24 -0.36 -0.08
H -0.550 1.120 -0.360 0.11 -0.11 -0.26
H 0.714 -0.134 -0.211 0.14 -0.18 -0.11
C 1.934 -0.038 -3.294 0.12 0.19 -0.05
C 2.094 2.608 -1.691 0.10 -0.04 -0.04
C -0.146 2.229 -3.530 -0.14 -0.06 -0.02
C 2.974 0.354 0.752 2.91 -2.37 -1.86
Si 3.576 1.702 1.916 4.42 1.69 1.11
H 3.033 0.565 -0.323 -0.29 0.18 0.43
H 3.432 -0.620 0.987 -0.01 0.23 -0.32
C 4.444 2.991 0.830 -0.10 -0.12 -0.07
C 4.884 0.857 2.987 -0.21 0.00 -0.18
C 2.554 2.781 3.124 -0.87 0.00 0.20
H 0.455 3.038 -3.968 -0.14 -0.22 0.07
H -0.991 2.696 -3.010 0.18 -0.03 -0.12
H -0.540 1.624 -4.354 0.01 0.10 0.22
H 2.778 -0.406 -2.694 -0.12 0.01 -0.14
H 2.343 0.409 -4.213 -0.04 -0.18 0.23
H 1.322 -0.903 -3.585 0.14 0.24 0.08
H 3.122 2.258 -1.564 -0.10 0.18 0.01
H 1.726 3.003 -0.732 0.10 0.02 -0.13
H 2.100 3.433 -2.418 0.10 -0.18 0.31
H 5.661 0.424 2.342 -0.13 0.09 0.22
H 4.447 0.051 3.593 0.11 0.17 -0.12
H 5.355 1.588 3.660 -0.07 -0.17 -0.16
H 2.917 2.615 4.145 -0.10 -0.10 -0.25
H 1.454 2.633 3.126 0.19 0.46 0.37
H 2.734 3.818 2.818 -0.16 -0.20 -0.02
H 4.889 3.762 1.478 -0.12 -0.25 -0.08
H 3.773 3.489 0.121 0.21 -0.08 0.22
H 5.258 2.516 0.265 -0.22 0.12 0.09
C -2.292 0.553 3.814 -0.35 -0.16 0.83
C -0.888 0.306 3.401 -0.15 -0.50 0.54
N -0.418 0.855 2.264 -3.23 0.40 0.59
O -1.381 1.523 1.504 0.39 -0.44 0.57
C 0.054 -0.524 4.012 -1.36 0.27 0.10
C -0.070 -1.360 5.232 -0.27 0.23 0.27
N 1.224 -0.571 3.284 2.48 -0.66 0.01
O 2.124 -1.417 3.607 -0.43 0.39 -0.15
H -2.590 1.599 3.666 0.14 -0.28 -0.01
H -2.385 0.327 4.882 -0.13 0.06 -0.25
H -3.009 -0.102 3.294 0.19 0.18 0.04
H -2.163 0.928 1.501 0.40 0.42 -0.13
H -0.110 -2.430 4.987 0.10 0.25 -0.08
H 0.787 -1.205 5.899 -0.12 -0.07 -0.25
H -0.982 -1.100 5.775 0.12 -0.07 -0.10
```
Forces are in eV/Å.